[1]
16 unconnected molecules or ions with the total composition C30H65N7O34. Source: OMol25; level of theory: ωB97M-V with the def2-TZVPD basis set.

Output
- Total charge: -2
- Strongest force on any atom: 7.71 eV/Å
- E_tot: -112193.500 eV
- HOMO-LUMO gap: 0.5 eV

```
136
Properties=species:S:1:pos:R:3:lowdin_charge:R:1
C -3.8017 -4.5693 6.6821 0.043
C -4.4591 -5.9241 6.7237 -0.389
O -4.1438 -6.9026 6.1041 0.195
N -5.6159 -6.0341 7.6377 0.088
H -6.0681 -5.1316 7.6049 0.172
H -6.2803 -6.7106 7.2899 0.180
C -5.3364 -6.4857 9.0740 0.056
H -2.9984 -4.4279 5.9589 0.122
H -3.4369 -4.1995 7.6404 0.101
H -4.5271 -3.8309 6.3407 0.098
H -6.2865 -6.4214 9.6044 0.104
H -4.7654 -5.6540 9.4868 0.105
H -4.9268 -7.4939 9.1372 0.118
C 5.0120 7.0011 4.7721 0.027
C 5.7415 5.6692 4.5459 -0.349
O 6.7764 5.4061 5.1010 0.155
N 5.2507 4.7875 3.3636 0.124
H 4.8069 5.3370 2.6416 0.161
H 6.0453 4.5556 2.7849 0.172
C 4.4751 3.5488 3.8495 0.057
H 3.9409 7.1154 4.6052 0.092
H 5.5063 7.6072 4.0129 0.104
H 5.2283 7.3648 5.7766 0.090
H 3.9215 3.8205 4.7484 0.100
H 5.2048 2.7585 4.0257 0.108
H 3.7742 3.1966 3.0927 0.110
C -8.6722 1.1900 5.6831 0.026
C -7.3345 1.7931 5.4067 -0.361
O -7.0172 2.9488 5.3137 0.189
N -6.1744 0.7490 5.3820 0.081
H -6.5917 0.0338 5.9603 0.138
H -6.2218 0.2967 4.4802 0.179
C -4.7917 1.1142 5.9222 0.072
H -8.7832 0.2993 5.0647 0.104
H -9.5296 1.8428 5.5195 0.108
H -8.5405 1.1060 6.7618 0.106
H -4.4973 0.0804 6.1028 0.096
H -4.9041 1.6254 6.8784 0.110
H -4.2143 1.5100 5.0867 0.130
C -2.4412 -7.7023 0.3790 0.021
C -1.3380 -6.9146 -0.3487 -0.322
O -0.4006 -6.4462 0.2897 0.152
N -1.3078 -6.9747 -1.8767 0.106
H -1.7517 -7.8492 -2.1182 0.161
H -1.8366 -6.2199 -2.2900 0.182
C 0.1613 -6.9537 -2.3249 0.060
H -2.2496 -7.8332 1.4440 0.091
H -2.5235 -8.7253 0.0120 0.082
H -3.3743 -7.1538 0.2500 0.103
H 0.5499 -5.9674 -2.0709 0.125
H -0.0007 -7.1637 -3.3821 0.106
H 0.6306 -7.8402 -1.8983 0.109
C 1.1925 6.6574 -7.2425 0.026
C 2.4312 6.9250 -6.4295 -0.293
O 3.3764 7.7556 -6.6668 0.085
N 2.5120 6.0405 -5.1622 0.109
H 2.6393 6.5161 -4.2803 0.187
H 1.6569 5.5452 -4.9536 0.145
C 3.3839 4.8814 -5.5061 0.025
H 1.1467 5.7327 -7.8178 0.109
H 1.0707 7.6022 -7.7723 0.094
H 0.3881 6.6031 -6.5090 0.101
H 4.4268 5.1227 -5.3008 0.116
H 3.2046 4.4188 -6.4766 0.117
H 3.1276 4.1657 -4.7249 0.117
C 2.8470 -3.7279 -8.8349 0.018
C 2.0493 -3.6722 -7.5757 -0.298
O 1.2407 -4.5630 -7.2023 0.102
N 2.3544 -2.4464 -6.6511 0.109
H 2.9116 -2.6601 -5.8362 0.177
H 3.0537 -1.9447 -7.1795 0.151
C 1.1333 -1.6064 -6.2582 0.063
H 3.8554 -3.3285 -8.7265 0.106
H 2.2434 -3.2468 -9.6046 0.107
H 2.9356 -4.7898 -9.0641 0.098
H 0.7567 -1.2066 -7.1997 0.104
H 1.4759 -0.7524 -5.6738 0.114
H 0.4761 -2.2854 -5.7149 0.109
C 1.4471 0.8595 -0.7956 0.038
C 0.9553 -0.3104 -0.0028 -0.299
O 1.2112 -1.4993 -0.2276 0.120
N -0.2383 -0.1080 0.9809 0.122
H 0.1317 0.0606 1.9054 0.163
H -0.7834 0.7236 0.8037 0.162
C -1.1881 -1.3316 1.1100 0.043
H 0.7897 0.9078 -1.6637 0.113
H 2.4488 0.7220 -1.2028 0.109
H 1.4731 1.8399 -0.3200 0.098
H -1.9947 -1.0466 1.7854 0.099
H -0.6548 -2.1291 1.6274 0.093
H -1.5384 -1.5669 0.1050 0.106
O 4.2316 -4.3982 -0.9838 0.026
C 4.7551 -4.3307 -2.2292 -0.902
O 4.1897 -3.5089 -3.0034 -0.111
O 5.8199 -4.9204 -2.4685 -0.059
H 3.7468 -3.5904 -1.1680 0.064
O 6.7780 3.4144 -1.9645 0.070
C 7.7207 3.0434 -1.1231 -0.933
O 7.5135 3.0116 0.1117 -0.136
O 8.8445 2.6941 -1.5243 -0.071
H 6.1194 3.9244 -1.4873 0.085
O 3.0090 7.1012 0.9791 0.072
C 3.0332 6.8647 -0.2912 -0.972
O 2.5082 7.5472 -1.1771 -0.070
O 3.7706 5.9548 -0.7109 -0.082
H 2.5537 7.9449 1.0293 0.099
O 0.4921 0.3874 7.0760 0.053
C 0.3477 0.3910 5.7643 -0.986
O -0.0666 -0.6459 5.2686 -0.073
O 0.5367 1.4092 5.0956 -0.063
H 0.8786 1.2487 7.2499 0.088
O -2.0406 2.7041 -3.8923 0.086
C -1.1419 3.5122 -4.3879 -0.926
O -1.0596 4.6304 -3.8450 -0.080
O -0.3680 3.1562 -5.3250 -0.120
H -2.3104 3.2065 -3.1201 0.098
O -2.4745 -1.2310 -3.2650 0.053
C -3.2050 -2.1541 -3.8683 -0.929
O -4.0649 -1.8769 -4.7008 -0.047
O -2.8563 -3.3443 -3.5988 -0.158
H -2.7641 -0.3697 -3.5746 0.097
O 5.4980 0.5223 -5.5086 0.032
C 6.3760 0.5444 -6.5312 -0.893
O 6.1492 -0.2344 -7.5294 -0.159
O 7.3334 1.3170 -6.4582 -0.047
H 6.0934 0.9664 -4.9004 0.090
O -1.6110 3.8304 0.4567 0.052
C -2.9201 3.8040 0.4221 -0.973
O -3.5165 2.9589 1.0968 -0.090
O -3.4348 4.6117 -0.3667 -0.061
H -1.5127 4.1919 -0.4272 0.092
O -7.1124 -4.4393 3.0339 0.035
C -6.3017 -3.6647 2.3242 -0.950
O -5.8169 -4.0851 1.2582 -0.033
O -6.2168 -2.4922 2.6961 -0.080
H -7.3364 -3.6931 3.5947 0.053
```

[2]
A molecular structure, C30H66AlN3O4PS. Source: OMol25; level of theory: ωB97M-V with the def2-TZVPD basis set.

Output
- Total charge: -1
- Strongest force on any atom: 4.06 eV/Å
- E_tot: -71558.545 eV
- HOMO-LUMO gap: 6.5 eV

```
106
Properties=species:S:1:pos:R:3:lowdin_charge:R:1
C 1.7061 0.6997 8.9641 -0.242
C 1.5431 2.1566 8.3194 -0.366
Al 0.8445 2.0126 6.3754 0.126
C 0.6236 3.8853 5.5910 -0.289
C 1.6703 4.2689 4.4354 -0.275
C 0.9396 4.3311 3.0292 -0.209
C 1.6610 3.4646 1.8826 -0.206
C 0.5217 2.6871 1.1274 -0.237
C 0.9296 2.0862 -0.2840 -0.195
C 0.9788 0.5060 -0.1851 -0.205
C -0.3652 -0.2219 -0.5321 -0.195
C -1.6334 0.3145 0.2380 -0.214
C -1.8303 -0.4079 1.6365 -0.194
C -3.2601 -0.1171 2.2900 -0.162
C -3.6801 1.3902 2.1167 -0.149
N -4.5464 1.9198 3.1875 -0.153
C -5.4996 2.8336 2.7729 -0.124
C -6.2678 3.3097 3.9341 -0.090
C -5.6491 2.5608 5.0722 -0.103
C -4.5790 1.6896 4.5577 -0.068
P 2.3791 0.6435 5.2428 0.178
S 1.5271 0.0024 3.5828 -0.002
H 1.2857 0.6362 10.0075 0.048
H 2.7983 0.4087 8.9769 0.054
H 1.1412 -0.0326 8.3194 0.027
H 0.8005 2.7357 8.9333 0.031
H 2.5587 2.6351 8.2638 0.027
H -0.5534 1.2409 6.4107 -0.078
H 0.7837 4.6038 6.4558 0.042
H -0.4466 4.0092 5.2697 0.034
H 2.0658 5.3015 4.6468 0.090
H 2.4590 3.4754 4.4119 0.047
H 0.7524 5.3657 2.6397 0.102
H -0.0743 3.8523 3.1783 0.088
H 2.3577 2.7491 2.4135 0.080
H 2.3138 4.0967 1.2219 0.100
H -0.3545 3.3794 0.9833 0.104
H 0.2077 1.8385 1.7873 0.058
H 1.9242 2.4593 -0.6622 0.100
H 0.1261 2.3560 -1.0263 0.099
H 1.4183 0.1985 0.8064 0.060
H 1.7325 0.1575 -0.9598 0.082
H -0.5904 -0.2742 -1.6363 0.093
H -0.2336 -1.3022 -0.2096 0.105
H -2.5370 0.0144 -0.3843 0.109
H -1.6902 1.4364 0.3060 0.087
H -1.7928 -1.5154 1.4123 0.104
H -0.9897 -0.1780 2.3441 0.053
H -3.1930 -0.3852 3.3813 0.102
H -3.9645 -0.8466 1.7955 0.109
H -4.1903 1.5227 1.1237 0.123
H -2.7277 1.9953 2.0681 0.125
H -5.6814 3.1717 1.7290 0.107
H -7.0913 4.0588 3.9553 0.075
H -5.9654 2.6873 6.1287 0.073
H -3.9051 1.0039 5.1077 0.111
H 2.7762 -0.4637 6.0567 -0.087
H 3.5888 1.3713 4.9528 -0.081
C 5.3779 -2.1905 -6.0141 -0.115
O 5.8079 -1.0455 -5.3003 -0.192
C 5.6687 0.1765 -6.0208 -0.212
C 4.5231 1.0205 -5.4711 -0.211
N 3.2255 0.4247 -5.7782 -0.052
C 2.1031 0.9914 -5.0253 -0.188
C 2.1514 0.9413 -3.4927 -0.217
O 2.0184 -0.3591 -2.9384 -0.231
C 3.2009 -1.1401 -2.9567 -0.086
H 5.7470 -3.0713 -5.4887 0.089
H 4.2876 -2.2515 -6.0501 0.071
H 5.7837 -2.2014 -7.0311 0.087
H 5.5639 0.0057 -7.0972 0.119
H 6.6002 0.7298 -5.8673 0.119
H 4.5705 2.0211 -5.9118 0.122
H 4.6806 1.1159 -4.3915 0.101
H 3.2610 -0.5679 -5.5872 0.061
H 1.2104 0.4461 -5.3460 0.113
H 1.9642 2.0315 -5.3404 0.118
H 1.2842 1.5007 -3.1289 0.115
H 3.0278 1.4516 -3.0778 0.115
H 4.0982 -0.5385 -2.7923 0.093
H 3.2732 -1.6931 -3.8955 0.068
H 3.1313 -1.8783 -2.1555 0.094
C -3.7613 -6.5415 -3.2316 -0.119
O -3.9409 -5.3890 -2.4299 -0.194
C -2.9470 -5.2216 -1.4195 -0.206
C -1.9906 -4.0838 -1.7608 -0.208
N -1.1206 -4.4342 -2.8818 -0.049
C -0.4043 -3.2988 -3.4691 -0.188
C -1.2232 -2.1251 -4.0187 -0.218
O -1.9637 -2.4175 -5.1982 -0.180
C -3.1812 -3.1082 -4.9815 -0.101
H -4.6820 -6.7074 -3.7915 0.087
H -2.9495 -6.4045 -3.9502 0.070
H -3.5676 -7.4273 -2.6179 0.087
H -2.4096 -6.1538 -1.2178 0.120
H -3.4829 -4.9496 -0.5054 0.121
H -1.3734 -3.8588 -0.8860 0.121
H -2.6021 -3.2024 -1.9820 0.101
H -1.6727 -4.8675 -3.6102 0.060
H 0.1903 -3.7024 -4.2945 0.119
H 0.3068 -2.9165 -2.7286 0.111
H -0.5088 -1.3494 -4.3100 0.108
H -1.8667 -1.6653 -3.2606 0.104
H -3.6762 -2.7970 -4.0583 0.089
H -3.0087 -4.1863 -4.9821 0.066
H -3.8479 -2.8906 -5.8181 0.087
```